[1]
Molecular formula: C49H41CoGeN8S5
Method: DFT, ωB97M-V/def2-TZVPD

The geometry in XYZ format:
```
105
Properties=species:S:1:pos:R:3:lowdin_charge:R:1
Co -0.24 -0.15 0.38 0.23
S 4.16 5.54 0.00 1.04
C 5.82 5.12 -0.02 -0.42
C 6.00 3.78 -0.03 -0.18
C 4.78 3.06 -0.01 -0.11
C 3.67 3.87 0.01 -0.47
C 2.26 3.51 0.05 -0.19
C 1.88 2.16 0.13 -0.04
N 0.63 1.75 0.20 0.10
C -0.36 2.68 0.21 -0.14
C -0.08 4.06 0.10 -0.14
C -1.20 4.97 0.06 -0.01
C -2.47 4.53 0.18 -0.01
C -2.76 3.13 0.35 -0.13
C -4.05 2.63 0.47 0.02
C -4.25 1.26 0.58 -0.20
C -3.12 0.44 0.62 -0.09
N -1.86 0.88 0.50 0.03
C -1.68 2.22 0.36 -0.14
C -5.59 0.68 0.58 -0.47
C -5.96 -0.63 0.45 -0.11
C -7.36 -0.81 0.41 -0.17
C -8.05 0.35 0.50 -0.41
S -7.00 1.70 0.65 1.04
C 1.24 4.46 0.01 0.02
H 6.56 5.91 -0.04 0.06
H 6.97 3.30 -0.04 0.11
H 4.73 1.98 -0.01 0.10
H 2.64 1.39 0.14 0.11
H -0.99 6.03 -0.06 0.12
H -3.30 5.22 0.15 0.12
H -4.89 3.31 0.45 0.10
H -3.23 -0.63 0.76 0.11
H -5.26 -1.44 0.37 0.08
H -7.83 -1.78 0.29 0.10
H -9.12 0.51 0.49 0.06
H 1.48 5.52 -0.08 0.10
N -1.68 0.76 3.67 0.12
C -0.38 0.40 3.57 -0.66
N 0.18 -0.05 2.50 0.07
C 1.53 -0.30 2.68 -0.32
C 1.98 -0.06 3.93 -0.36
S 0.70 0.53 4.94 1.03
C 2.26 -0.80 1.52 -0.36
C 3.64 -0.96 1.55 -0.59
S 4.58 -1.51 0.25 0.61
C 1.96 -1.83 -0.55 -0.39
N 1.50 -1.00 0.39 0.01
N 1.62 -1.49 -1.84 0.17
H -2.27 0.70 2.86 0.07
H -2.06 1.09 4.54 0.09
H 2.97 -0.18 4.34 0.06
H 4.17 -0.69 2.46 0.05
H 2.22 -1.86 -2.56 0.11
H 1.50 -0.49 -1.94 0.09
S -1.07 -3.16 0.44 0.53
C 2.28 -3.21 -0.28 -0.31
N 2.60 -3.62 0.93 0.09
C 3.03 -4.98 1.19 -0.14
C 2.21 -5.91 0.32 -0.15
C 2.46 -5.50 -1.13 -0.15
N 2.29 -4.07 -1.31 0.13
H 2.77 -2.90 1.62 0.10
H 2.88 -5.19 2.25 0.13
H 4.10 -5.09 0.97 0.13
H 1.15 -5.78 0.56 0.11
H 2.50 -6.95 0.47 0.12
H 1.78 -6.03 -1.79 0.12
H 3.48 -5.78 -1.41 0.13
H 1.70 -3.79 -2.09 0.12
C -1.12 -1.67 -0.24 -0.86
Ge -2.15 -1.62 -1.99 0.94
C -3.85 -2.66 -1.91 -0.27
C -4.29 -3.34 -0.78 -0.16
C -5.48 -4.06 -0.80 -0.10
C -6.25 -4.10 -1.95 -0.10
C -5.81 -3.44 -3.09 -0.09
C -4.62 -2.73 -3.07 -0.12
C -1.07 -2.59 -3.32 -0.27
C -0.85 -3.96 -3.15 -0.13
C -0.04 -4.66 -4.03 -0.11
C 0.55 -4.01 -5.10 -0.10
C 0.32 -2.66 -5.30 -0.09
C -0.50 -1.96 -4.42 -0.11
C -2.48 0.19 -2.72 -0.27
C -3.76 0.66 -2.99 -0.11
C -3.95 1.95 -3.46 -0.09
C -2.86 2.78 -3.69 -0.10
C -1.58 2.32 -3.44 -0.09
C -1.39 1.03 -2.96 -0.14
H -3.69 -3.32 0.13 0.04
H -5.80 -4.58 0.10 0.10
H -7.18 -4.65 -1.96 0.10
H -6.40 -3.47 -3.99 0.10
H -4.28 -2.22 -3.96 0.10
H -1.31 -4.46 -2.30 0.08
H 0.13 -5.72 -3.89 0.10
H 1.19 -4.56 -5.79 0.10
H 0.77 -2.15 -6.15 0.10
H -0.69 -0.90 -4.59 0.09
H -4.61 0.02 -2.82 0.09
H -4.96 2.31 -3.66 0.10
H -3.02 3.79 -4.05 0.10
H -0.73 2.97 -3.61 0.10
H -0.39 0.68 -2.75 0.08
```

Results
Energy above the lowest of the compared OMol25 structures with the same formula, charge and spin   10.19 kcal/mol
HOMO level (spin up / spin down)   -5.14 / -5.24 eV
Maximum force   2.409 eV/A
Orbital gap (spin up / spin down)   4.608 / 4.696 eV


[2]
Molecular formula: C49H41MnN3O4
Method: DFT, ωB97M-V/def2-TZVPD

The geometry in XYZ format:
```
98
Properties=species:S:1:pos:R:3:lowdin_charge:R:1
Mn 0.27 -0.77 0.32 0.78
O 0.31 -0.81 2.61 -0.09
C -0.44 -1.12 3.57 -0.41
C -0.26 -0.53 4.87 -0.03
C -1.04 -0.87 5.95 -0.14
C -2.05 -1.85 5.84 -0.16
C -2.26 -2.43 4.60 -0.10
C -1.50 -2.08 3.48 -0.15
C -1.85 -2.71 2.21 -0.13
N -1.49 -2.35 1.06 0.04
C -1.98 -3.17 -0.05 -0.19
C -1.07 -2.98 -1.25 -0.20
N 0.26 -2.79 -0.74 0.00
C 1.19 -3.58 -1.08 -0.10
C 2.52 -3.60 -0.50 -0.14
C 3.42 -4.57 -0.95 -0.09
C 4.68 -4.73 -0.41 -0.16
C 5.04 -3.88 0.66 -0.14
C 4.19 -2.92 1.13 -0.03
C 2.88 -2.69 0.56 -0.40
O 2.16 -1.74 0.96 -0.09
H 0.53 0.21 4.97 0.10
H -0.87 -0.39 6.91 0.08
H -2.66 -2.12 6.69 0.07
H -3.03 -3.18 4.48 0.10
H -2.52 -3.58 2.30 0.12
H -3.00 -2.88 -0.31 0.09
H -1.99 -4.23 0.23 0.11
H -1.36 -2.07 -1.80 0.11
H -1.16 -3.84 -1.92 0.10
H 0.98 -4.36 -1.81 0.12
H 3.10 -5.22 -1.76 0.10
H 5.36 -5.48 -0.79 0.07
H 6.03 -3.99 1.11 0.08
H 4.47 -2.26 1.95 0.11
O 1.32 -0.19 -1.39 -0.22
C 2.25 0.80 -1.54 -0.47
C 2.75 1.29 -0.12 -0.05
C 1.72 2.11 0.58 -0.23
C 1.89 3.47 0.81 -0.04
C 0.85 4.21 1.34 -0.08
C -0.34 3.57 1.62 -0.02
C -0.43 2.19 1.42 -0.21
C -1.69 1.46 1.75 -0.06
C -2.39 0.94 0.46 -0.49
O -1.50 0.35 -0.39 -0.22
C -3.07 2.18 -0.21 -0.13
C -4.10 2.91 0.40 -0.04
C -4.65 4.02 -0.23 -0.11
C -4.19 4.43 -1.48 -0.13
C -3.18 3.70 -2.09 -0.09
C -2.63 2.58 -1.46 -0.01
C -3.57 0.00 0.87 -0.13
C -4.21 -0.70 -0.16 -0.05
C -5.27 -1.56 0.10 -0.11
C -5.71 -1.74 1.41 -0.12
C -5.09 -1.04 2.44 -0.10
C -4.03 -0.18 2.17 -0.05
N 0.59 1.49 0.92 0.17
C 3.51 0.22 -2.26 -0.10
C 4.16 -0.84 -1.63 -0.01
C 5.25 -1.48 -2.20 -0.07
C 5.72 -1.08 -3.44 -0.12
C 5.09 -0.02 -4.09 -0.11
C 4.00 0.62 -3.50 -0.03
C 1.74 1.98 -2.40 -0.15
C 0.58 1.81 -3.13 -0.02
C 0.18 2.79 -4.04 -0.10
C 0.91 3.97 -4.19 -0.12
C 2.06 4.15 -3.44 -0.11
C 2.48 3.16 -2.56 -0.07
H 3.70 1.82 -0.20 0.11
H 2.90 0.37 0.45 0.10
H 2.83 3.95 0.55 0.10
H 0.96 5.27 1.51 0.09
H -1.19 4.11 2.01 0.10
H -2.35 2.09 2.34 0.11
H -1.42 0.58 2.34 0.09
H -4.48 2.60 1.36 0.11
H -5.45 4.58 0.26 0.09
H -4.61 5.30 -1.97 0.08
H -2.80 4.00 -3.06 0.09
H -1.84 1.99 -1.90 0.09
H -3.83 -0.58 -1.17 0.12
H -5.74 -2.10 -0.71 0.09
H -6.53 -2.42 1.63 0.08
H -5.42 -1.18 3.47 0.09
H -3.55 0.34 2.99 0.11
H 3.78 -1.17 -0.68 0.08
H 5.71 -2.32 -1.68 0.09
H 6.57 -1.58 -3.91 0.08
H 5.45 0.31 -5.06 0.08
H 3.53 1.44 -4.04 0.10
H 0.02 0.90 -2.96 0.11
H -0.72 2.65 -4.63 0.09
H 0.58 4.73 -4.89 0.08
H 2.64 5.07 -3.54 0.09
H 3.40 3.29 -2.00 0.11
```

Results
Multiplicity   2
HOMO level (spin up / spin down)   -1.58 / -1.16 eV
⟨S²⟩   1.17
Maximum force   1.134 eV/A
Orbital gap (spin up / spin down)   6.129 / 5.704 eV
Charge   -2


Looking at energy for the records above, in order, we have -211717.89664, -95460.46751 eV.